#A
C18H36O6 | ωB97M-V/def2-TZVPD

Each atom is followed by the atoms it is bonded to, with distances in Å.
CARTESIAN COORDINATES (ANGSTROEM)
1 O 3.90 -0.58 -2.66  C23 1.373
2 O 4.58 4.87 -1.58  C17 1.370
3 O -1.58 -2.09 -1.48  C24 1.387
4 O 1.73 0.11 -0.54  C7 1.367
5 O -6.18 -0.46 1.09  C10 1.331
6 O -2.27 0.92 3.45  C16 1.338
7 C 0.56 0.32 0.15  O4 1.367, C9 1.502, C14 1.609
8 C 2.26 3.96 -2.12  C17 1.493, H25 1.069, H43 1.054, H49 1.081
9 C 0.05 -0.51 1.29  C7 1.502, H39 1.069, H44 1.243, H53 1.008
10 C -4.91 -0.80 0.85  O5 1.331, C12 1.486, C19 1.518
11 C 0.36 -1.93 -3.07  C24 1.534, H38 1.131, H54 1.215, H58 1.145
12 C -3.96 0.21 0.32  C10 1.486, H26 1.085, H51 1.044, H55 1.088
13 C 5.99 -0.82 -1.35  C23 1.541, H34 1.173, H45 1.219, H47 0.926
14 C -0.38 1.50 -0.42  C7 1.609, H28 1.125, H40 1.143, H60 1.061
15 C -2.10 -1.13 4.82  C16 1.473, H41 1.074, H42 1.198, H48 1.074
16 C -2.81 0.05 4.31  O6 1.338, C15 1.473, C18 1.472
17 C 3.67 3.85 -1.65  O2 1.370, C8 1.493, C21 1.537
18 C -4.19 0.22 4.80  C16 1.472, H29 1.020, H36 1.140, H50 1.112
19 C -4.26 -2.12 1.20  C10 1.518, H35 0.978, H57 1.026, H59 1.010
20 C 3.70 -2.10 -0.69  C23 1.516, H31 1.033, H33 1.087, H56 0.976
21 C 4.14 2.53 -1.02  C17 1.537, H27 1.030, H30 1.014, H52 1.177
22 C -1.73 -0.30 -3.30  C24 1.546, H32 0.867, H37 0.869, H46 0.999
23 C 4.51 -1.17 -1.58  O1 1.373, C13 1.541, C20 1.516
24 C -1.03 -1.50 -2.60  O3 1.387, C11 1.534, C22 1.546
25 H 2.24 4.24 -3.16  C8 1.069
26 H -3.49 0.01 -0.64  C12 1.085
27 H 5.09 2.62 -0.63  C21 1.030
28 H -1.37 1.12 -0.79  C14 1.125
29 H -4.76 -0.63 4.76  C18 1.020
30 H 4.23 1.81 -1.73  C21 1.014
31 H 4.34 -2.88 -0.45  C20 1.033
32 H -1.20 0.38 -3.36  C22 0.867
33 H 2.81 -2.47 -1.18  C20 1.087
34 H 6.20 -0.41 -0.27  C13 1.173
35 H -3.60 -1.95 1.90  C19 0.978
36 H -4.55 0.95 4.00  C18 1.140
37 H -1.83 -0.38 -4.16  C22 0.869
38 H 0.21 -2.15 -4.17  C11 1.131
39 H 0.81 -1.25 1.40  C9 1.069
40 H -0.05 2.07 -1.35  C14 1.143
41 H -2.73 -2.00 4.84  C15 1.074
42 H -1.84 -1.12 5.99  C15 1.198
43 H 1.82 4.68 -1.49  C8 1.054
44 H -1.00 -1.08 0.94  C9 1.243
45 H 6.95 -1.54 -1.62  C13 1.219
46 H -2.51 -0.03 -2.74  C22 0.999
47 H 6.27 -0.29 -2.06  C13 0.926
48 H -1.10 -1.24 4.44  C15 1.074
49 H 1.73 3.02 -2.13  C8 1.081
50 H -4.27 0.64 5.82  C18 1.112
51 H -4.57 1.04 0.17  C12 1.044
52 H 3.24 2.13 -0.38  C21 1.177
53 H -0.09 0.16 2.02  C9 1.008
54 H 0.70 -3.05 -2.75  C11 1.215
55 H -3.11 0.48 0.95  C12 1.088
56 H 3.64 -1.59 0.14  C20 0.976
57 H -5.06 -2.76 1.31  C19 1.026
58 H 1.21 -1.30 -2.62  C11 1.145
59 H -3.73 -2.38 0.38  C19 1.010
60 H -0.67 2.08 0.42  C14 1.061

frontier orbital gap: 9.44 eV
SMILES: CC(C)=O.CC(C)=O.CC(C)=O.CC(C)=O.CC(C)=O.CC(C)=O
2S+1: 1

=====

#B
C18H36O6 | ωB97M-V/def2-TZVPD

Each atom is followed by the atoms it is bonded to, with distances in Å.
CARTESIAN COORDINATES (ANGSTROEM)
1 O -0.74 0.27 -1.06  C19 1.201
2 O 6.35 -2.06 3.13  C16 1.211
3 O -1.84 3.47 -5.68  C13 1.205
4 O -2.59 2.22 1.21  C20 1.203
5 O -3.13 -3.09 1.60  C15 1.209
6 O 3.53 -2.36 0.08  C21 1.209
7 C 5.82 -2.54 -0.50  C21 1.503, H26 1.087, H28 1.089, H57 1.101
8 C 4.36 -3.03 3.92  C16 1.527, H30 1.089, H37 1.090, H44 1.095
9 C -3.53 2.56 -0.94  C20 1.506, H29 1.087, H33 1.093, H36 1.091
10 C 4.51 -0.55 3.16  C16 1.493, H46 1.091, H48 1.089, H49 1.091
11 C -3.28 -0.77 1.98  C15 1.496, H39 1.090, H53 1.089, H58 1.090
12 C -1.31 3.98 -3.47  C13 1.502, H31 1.094, H32 1.090, H41 1.096
13 C -1.95 3.13 -4.53  O3 1.205, C12 1.502, C24 1.519
14 C 1.06 0.43 0.52  C19 1.501, H42 1.090, H51 1.086, H56 1.095
15 C -3.75 -2.07 1.41  O5 1.209, C11 1.496, C23 1.506
16 C 5.21 -1.84 3.48  O2 1.211, C8 1.527, C10 1.493
17 C -0.12 -1.76 -0.04  C19 1.520, H38 1.091, H55 1.091, H60 1.089
18 C -4.54 3.56 1.21  C20 1.507, H25 1.090, H35 1.090, H52 1.094
19 C 0.01 -0.27 -0.29  O1 1.201, C14 1.501, C17 1.520
20 C -3.46 2.73 0.56  O4 1.203, C9 1.506, C18 1.507
21 C 4.39 -2.13 -0.74  O6 1.209, C7 1.503, C22 1.502
22 C 4.05 -1.46 -2.04  C21 1.502, H27 1.090, H40 1.087, H43 1.093
23 C -4.94 -2.04 0.49  C15 1.506, H47 1.086, H50 1.105, H59 1.085
24 C -2.56 1.81 -4.10  C13 1.519, H34 1.086, H45 1.092, H54 1.090
25 H -4.49 4.61 0.91  C18 1.090
26 H 5.98 -3.11 0.41  C7 1.087
27 H 3.46 -2.17 -2.62  C22 1.090
28 H 6.35 -2.98 -1.34  C7 1.089
29 H -4.22 1.83 -1.35  C9 1.087
30 H 4.01 -3.66 3.10  C8 1.089
31 H -0.67 4.73 -3.95  C12 1.094
32 H -0.69 3.46 -2.74  C12 1.090
33 H -2.53 2.19 -1.19  C9 1.093
34 H -3.63 1.87 -3.96  C24 1.086
35 H -4.49 3.49 2.30  C18 1.090
36 H -3.65 3.55 -1.36  C9 1.091
37 H 4.95 -3.62 4.62  C8 1.090
38 H 0.85 -2.27 -0.05  C17 1.091
39 H -2.72 -0.22 1.22  C11 1.090
40 H 4.92 -1.06 -2.55  C22 1.087
41 H -2.00 4.64 -2.92  C12 1.096
42 H 0.69 1.05 1.34  C14 1.090
43 H 3.38 -0.62 -1.87  C22 1.093
44 H 3.45 -2.71 4.44  C8 1.095
45 H -2.24 1.09 -4.85  C24 1.092
46 H 5.26 0.10 2.71  C10 1.091
47 H -5.33 -3.02 0.22  C23 1.086
48 H 4.09 -0.10 4.06  C10 1.089
49 H 3.77 -0.79 2.40  C10 1.091
50 H -4.47 -1.75 -0.46  C23 1.105
51 H 1.78 -0.32 0.86  C14 1.086
52 H -5.52 3.17 0.95  C18 1.094
53 H -4.14 -0.22 2.36  C11 1.089
54 H -2.08 1.43 -3.20  C24 1.090
55 H -0.59 -1.93 0.93  C17 1.091
56 H 1.55 1.16 -0.14  C14 1.095
57 H 6.36 -1.60 -0.32  C7 1.101
58 H -2.61 -1.04 2.79  C11 1.090
59 H -5.62 -1.25 0.77  C23 1.085
60 H -0.70 -2.13 -0.88  C17 1.089

frontier orbital gap: 9.97 eV
SMILES: CC(C)=O.CC(C)=O.CC(C)=O.CC(C)=O.CC(C)=O.CC(C)=O
2S+1: 1

=====

Which structure above is the least stable? It is #A.